Arrangement w

C9H14O | wB97M-V/def2-TZVPD

```
24
Properties=species:S:1:pos:R:3:mulliken_charge:R:1
O -2.521 0.046 -0.457 -0.5381
C 0.615 1.367 0.837 -0.4474
C -0.316 -0.195 -3.189 -0.7345
C 0.151 -1.484 -2.470 -0.7118
C -0.113 -0.384 2.266 -0.6127
C 0.848 0.578 1.956 0.4721
C -1.237 -0.565 1.481 -0.4903
C -0.506 1.202 0.031 -0.3045
C 2.077 0.803 2.787 -1.3835
C -1.426 0.223 0.348 0.5556
H -1.189 0.238 -2.701 0.1564
H 1.190 -1.405 -2.149 0.2446
H -0.614 -0.391 -4.218 0.3463
H -3.012 -0.743 -0.184 0.2915
H 0.119 -2.317 -3.163 0.3270
H -0.024 -0.960 3.174 0.3325
H -0.486 -1.702 -1.622 0.1592
H -1.938 -1.351 1.760 0.2583
H 2.942 0.770 2.126 0.3426
H -0.656 1.901 -0.784 0.4976
H 1.359 2.106 0.558 0.3544
H 2.234 -0.030 3.475 0.3541
H 2.032 1.746 3.325 0.3017
H 0.471 0.548 -3.186 0.2288
```

* molecular weight: 138.210 u
* structure (SMILES): Cc1ccc(O)cc1.CC
* HOMO-LUMO gap: 9.31 eV

***

Arrangement x

C9H14O | wB97M-V/def2-TZVPD

```
24
Properties=species:S:1:pos:R:3:mulliken_charge:R:1
O -1.063 -1.065 3.392 -0.5723
C -1.027 -1.025 -0.183 -0.4947
C -1.181 -0.574 2.105 0.4206
C -1.540 1.206 0.526 -0.4048
C -1.001 -1.584 1.144 -0.4308
C -1.502 0.714 1.820 -0.3156
C 2.318 0.946 -0.975 -0.3588
C -1.389 0.369 -0.487 0.2621
C -1.357 0.513 -1.994 -0.7747
C 2.653 -0.487 -0.540 -0.6785
H 2.502 -0.939 -1.541 0.2154
H 2.503 1.825 -0.405 0.3749
H -2.256 1.106 -2.275 0.3543
H -0.574 -2.609 1.189 0.3500
H 1.214 0.931 -0.834 -0.3112
H -1.930 2.161 0.358 0.4873
H -0.266 1.122 -2.092 0.1568
H -1.469 -0.477 -2.565 0.2899
H 1.764 -0.906 0.018 0.0538
H -0.827 -1.782 -0.940 0.1928
H -1.613 1.516 2.710 0.2124
H 3.558 -0.701 -0.126 0.3916
H 2.733 1.069 -2.001 0.2786
H -0.252 -1.327 3.696 0.3010
```

* molecular weight: 138.210 u
* structure (SMILES): Cc1ccc(O)cc1.CC
* HOMO-LUMO gap: 9.58 eV

***

Arrangement y

C9H14O | wB97M-V/def2-TZVPD

```
24
Properties=species:S:1:pos:R:3:mulliken_charge:R:1
O -0.719 2.581 0.507 -0.5654
C -2.605 -1.769 2.475 -0.8271
C -0.010 1.481 -0.029 0.4883
C 1.207 -0.417 -1.453 1.1351
C 1.326 1.287 0.197 -0.2312
C -1.190 -1.505 2.730 -0.5923
C 1.974 0.217 -0.479 -0.9868
C 1.681 -1.628 -2.272 -1.3314
C -0.134 -0.157 -1.818 -0.6919
C -0.703 0.783 -0.982 -0.2677
H 2.638 -1.977 -1.822 0.3322
H -1.753 1.095 -1.004 0.3366
H -0.428 2.925 1.387 0.3246
H -2.860 -2.395 3.352 0.2731
H 1.934 2.121 0.688 0.2640
H 2.008 -1.344 -3.329 0.2887
H -0.717 -1.197 1.692 0.0285
H 3.016 0.149 -0.525 0.3996
H -0.759 -0.692 -2.700 0.1923
H 0.953 -2.467 -2.529 0.3095
H -3.256 -0.856 2.364 0.2584
H -2.783 -2.335 1.589 0.2695
H -0.858 -0.926 3.555 0.3450
H -0.662 -2.501 3.013 0.2485
```

* molecular weight: 138.210 u
* structure (SMILES): Cc1ccc(O)cc1.CC
* HOMO-LUMO gap: 9.33 eV

***

Arrangement z

C9H14O | wB97M-V/def2-TZVPD

```
24
Properties=species:S:1:pos:R:3:mulliken_charge:R:1
O 2.052 -2.535 -1.720 -0.5601
C -0.525 0.042 -1.629 -0.6484
C -1.581 -0.611 -0.901 0.6993
C -2.949 0.032 -0.867 -1.3332
C -0.052 -2.481 -0.664 -0.1979
C -1.247 -1.848 -0.441 -0.5688
C 1.283 2.573 1.624 -0.6943
C 1.811 1.881 2.777 -0.7687
C 0.904 -1.954 -1.491 0.6459
C 0.638 -0.652 -1.894 -0.3643
H 0.102 -3.461 -0.100 0.1592
H -0.826 1.088 -1.879 0.2532
H 1.517 -0.072 -2.183 0.3227
H -3.316 0.448 0.078 0.2865
H -1.936 -2.475 0.155 0.2767
H -3.855 -0.554 -0.877 0.3709
H 0.122 2.610 1.651 0.1859
H -2.953 0.791 -1.667 0.3114
H 1.798 2.361 3.874 0.2397
H 1.558 3.625 1.489 0.3226
H 1.204 0.884 2.953 0.1985
H 1.907 -3.557 -1.580 0.3474
H 2.801 1.665 2.655 0.3095
H 1.541 2.198 0.635 0.2063
```

* molecular weight: 138.210 u
* structure (SMILES): Cc1ccc(O)cc1.CC
* HOMO-LUMO gap: 9.09 eV

***

Most stable structure, least stable structure: arrangement w, arrangement x.

***

Arrangement w

C9H14O | wB97M-V/def2-TZVPD

```
24
Properties=species:S:1:pos:R:3:mulliken_charge:R:1
O -2.218 -3.301 1.553 -0.5596
C -2.033 -2.631 -0.733 -0.7043
C -1.070 0.766 -2.163 -1.3295
C -1.522 -1.068 1.107 -0.7866
C -1.344 -0.322 -1.198 0.6128
C 2.703 2.519 1.365 -0.8093
C -1.569 -1.633 -1.600 -0.4101
C -1.299 -0.069 0.169 -0.3325
C 3.560 1.433 0.715 -0.6178
C -1.945 -2.304 0.624 0.8302
H 2.092 1.986 2.089 0.2290
H -1.206 0.931 0.552 0.4156
H -1.775 -1.695 -2.676 0.2428
H -2.359 -3.600 -1.075 0.4159
H -1.010 0.424 -3.228 0.3521
H 3.160 3.279 2.038 0.3164
H 2.161 3.076 0.570 0.2293
H 4.535 1.893 0.354 0.2642
H -2.039 1.285 -2.404 0.3036
H 2.924 1.105 -0.138 0.1568
H -0.177 1.297 -1.813 0.2895
H -1.613 -3.198 2.313 0.3157
H -1.527 -0.759 2.139 0.3433
H 3.571 0.587 1.440 0.2325
```

* molecular weight: 138.210 u
* structure (SMILES): Cc1ccc(O)cc1.CC
* HOMO-LUMO gap: 9.23 eV

***

Arrangement x

C9H14O | wB97M-V/def2-TZVPD

```
24
Properties=species:S:1:pos:R:3:mulliken_charge:R:1
O 3.404 1.323 0.331 -0.5440
C 1.765 -0.145 1.309 -0.5616
C -0.121 1.891 1.038 -0.4647
C 0.399 -0.369 1.535 -0.4005
C 2.110 1.089 0.807 0.5986
C -0.347 -0.921 -2.326 -0.6198
C -1.165 -2.197 -2.374 -0.9294
C -0.561 0.593 1.363 0.5367
C 1.203 2.140 0.747 -0.5388
C -2.002 0.363 1.579 -1.4253
H -0.881 2.652 0.956 0.3650
H 0.262 -0.724 -1.445 0.0501
H 4.016 1.146 1.047 0.3106
H -0.798 -3.089 -1.897 0.3142
H -2.175 -0.496 2.227 0.3767
H 0.134 -1.393 1.799 0.2870
H -2.524 0.318 0.630 0.2855
H 0.324 -0.841 -3.180 0.3909
H -2.500 1.201 2.082 0.3784
H -1.306 -2.421 -3.440 0.2922
H 2.392 -1.018 1.443 0.3480
H -0.982 -0.091 -2.615 0.2618
H -2.204 -2.109 -2.028 0.2616
H 1.556 3.097 0.413 0.4268
```

* molecular weight: 138.210 u
* structure (SMILES): Cc1ccc(O)cc1.CC
* HOMO-LUMO gap: 9.62 eV

***

Most stable structure, least stable structure: arrangement x, arrangement w.

***

Arrangement w

C4H11NO2 | wB97M-V/def2-TZVPD

```
18
Properties=species:S:1:pos:R:3:lowdin_spin:R:1
O -5.194 1.810 0.094 0.0000
O -1.575 -0.581 -2.441 0.0002
N 1.903 0.301 -0.703 0.1886
C 2.185 -0.129 0.505 0.1389
C 3.478 0.028 1.014 0.5344
C 1.159 -0.707 1.356 0.0049
C -0.167 -0.642 1.186 0.0744
H 2.574 0.256 -1.457 0.0039
H -4.553 2.329 -0.404 0.0000
H 4.247 0.338 0.317 0.0212
H -0.882 -1.146 -2.078 0.0000
H 0.941 0.274 -1.019 0.0045
H 1.533 -1.015 2.322 -0.0018
H 3.808 -0.314 1.985 0.0237
H -0.613 -0.237 0.278 0.0042
H -2.312 -1.205 -2.455 0.0000
H -5.681 1.260 -0.525 0.0000
H -0.853 -0.618 2.026 0.0030
```

* molecular weight: 105.137 u
* HOMO-LUMO gap (alpha / beta): 8.65 / 6.10 eV
* ⟨S²⟩: 0.761
* charge: +1
* spin multiplicity: 2

***

Arrangement x

C4H11NO2 | wB97M-V/def2-TZVPD

```
18
Properties=species:S:1:pos:R:3:lowdin_spin:R:1
O 0.137 1.433 -0.752 0.4819
O 1.568 1.513 2.624 0.0001
N -1.079 -0.414 -1.370 0.2692
C -0.546 -1.307 -0.333 0.0486
C 0.958 -1.657 -0.599 0.0429
C -0.655 -0.762 1.104 0.0493
C -0.792 0.900 -1.318 0.0421
H 0.141 -0.033 1.289 0.0088
H 1.818 1.436 1.685 -0.0002
H 1.321 -2.266 0.217 0.0050
H -2.003 -0.682 -1.691 0.0052
H 1.618 -0.800 -0.693 0.0012
H 1.795 2.426 2.777 0.0000
H -0.198 -1.512 1.754 0.0007
H -1.667 -0.531 1.417 0.0015
H -1.073 -2.250 -0.388 0.0036
H -1.543 1.512 -1.855 0.0373
H 0.975 -2.179 -1.555 0.0028
```

* molecular weight: 105.137 u
* HOMO-LUMO gap (alpha / beta): 10.34 / 5.04 eV
* ⟨S²⟩: 0.771
* charge: +1
* spin multiplicity: 2

***

Arrangement y

C4H11NO2 | wB97M-V/def2-TZVPD

```
18
Properties=species:S:1:pos:R:3:lowdin_spin:R:1
O 1.699 1.639 0.745 0.1002
O -0.273 -1.778 0.242 0.0044
N -1.380 0.743 1.081 0.5776
C 0.963 0.462 0.720 0.1317
C -0.384 0.564 -0.019 0.0768
C 0.043 -0.791 -2.046 0.0019
C -0.718 -0.797 -0.722 0.0103
H -1.174 1.618 1.564 0.0188
H -1.797 -0.828 -0.748 0.0017
H -0.387 1.466 -0.626 0.0016
H 0.883 0.187 1.793 0.0081
H 0.769 -0.012 -2.111 0.0005
H -1.222 -0.102 1.657 0.0149
H 1.421 2.240 0.046 0.0016
H -0.694 -0.694 -2.832 0.0002
H 0.485 -1.743 -2.373 0.0001
H -0.739 -2.605 0.103 0.0003
H 1.515 -0.400 0.206 0.0494
```

* molecular weight: 105.137 u
* HOMO-LUMO gap (alpha / beta): 12.26 / 6.48 eV
* ⟨S²⟩: 0.755
* charge: +1
* spin multiplicity: 2

***

Most stable structure, least stable structure: arrangement w, arrangement y.

***

Arrangement w

C2H8IN2 | wB97M-V/def2-TZVPD

```
13
Properties=species:S:1:pos:R:3:mulliken_charge:R:1
I 2.883 0.733 -2.134 0.1452
N 0.053 -0.179 -0.893 -0.4156
N 1.327 -0.638 1.062 -0.3425
C -2.178 0.300 0.298 -0.8611
C 0.923 0.237 0.100 -0.1205
H 1.826 -0.226 1.822 0.2664
H -1.992 0.760 1.286 0.2932
H -2.978 0.723 -0.284 0.3655
H -1.730 -0.728 0.411 0.2475
H -0.078 0.363 -1.705 0.3096
H 1.031 1.408 0.064 0.5641
H 0.037 -1.188 -1.091 0.2854
H 0.878 -1.566 1.064 0.2628
```

* molecular weight: 187.004 u
* HOMO-LUMO gap (alpha / beta): 9.56 / 5.42 eV
* charge: +1

***

Arrangement x

C2H8IN2 | wB97M-V/def2-TZVPD

```
13
Properties=species:S:1:pos:R:3:mulliken_charge:R:1
I -3.430 -0.337 -0.335 -0.0471
N 0.356 2.083 0.258 -0.2841
N 0.127 -0.247 -0.241 -0.1597
C 0.831 0.842 0.112 0.1187
C 0.679 -1.542 -0.180 -0.9821
H -0.645 -0.021 -0.785 0.2221
H -2.415 -0.807 0.750 0.1183
H 0.840 -1.759 0.822 0.3979
H 1.646 -1.514 -0.636 0.3907
H -0.574 2.121 -0.107 0.2121
H 0.043 -2.345 -0.624 0.3312
H 0.771 2.996 0.486 0.2619
H 1.772 0.531 0.479 0.4201
```

* molecular weight: 187.004 u
* HOMO-LUMO gap: 9.52 eV
* charge: +1

***

Most stable structure, least stable structure: arrangement x, arrangement w.

***

Arrangement w

C4H9NO2 | wB97M-V/def2-TZVPD

```
16
Properties=species:S:1:pos:R:3:mulliken_charge:R:1
O -2.135 1.503 -1.809 -1.0037
O 1.255 -1.706 -1.154 -0.8086
N -0.009 -0.002 2.281 -0.9112
C 0.158 -0.307 0.736 0.3255
C 1.526 -0.693 -0.363 -0.5986
C -0.696 0.773 0.045 -0.9326
C -1.347 0.458 -1.322 -0.1504
H -1.422 1.180 0.753 0.3677
H -0.002 1.580 -0.245 0.1349
H -1.880 -0.521 -1.287 0.1610
H 1.014 0.107 1.476 0.2929
H 2.351 -0.892 0.347 0.3699
H -0.308 -1.289 0.680 0.2470
H 0.372 -0.768 2.850 0.2147
H 1.644 0.240 -0.960 0.1808
H -0.519 0.339 -2.027 0.1108
```

* molecular weight: 103.121 u
* HOMO-LUMO gap: 5.90 eV
* charge: -2

***

Arrangement x

C4H9NO2 | wB97M-V/def2-TZVPD

```
16
Properties=species:S:1:pos:R:3:mulliken_charge:R:1
O -2.332 1.403 -0.925 -0.9394
O 2.377 -2.160 0.623 -0.9715
N 0.168 1.029 -1.000 -0.7604
C 1.835 -0.925 0.395 -0.5716
C -2.081 0.734 0.221 -0.4019
C -0.298 0.609 0.350 -0.1996
C 0.248 -0.855 0.399 -0.6719
H 0.097 -1.085 1.464 0.2711
H -0.311 1.882 -1.260 0.2885
H 0.214 1.185 1.133 0.4817
H -0.229 0.277 -1.588 0.2636
H -0.148 -1.443 -0.428 0.3673
H -2.393 -0.288 0.203 0.2103
H 2.186 -0.257 1.205 0.1240
H -2.411 1.361 1.059 0.2114
H 2.302 -0.575 -0.515 0.2982
```

* molecular weight: 103.121 u
* structure (SMILES): N[C@@H](C[O-])CC[O-]
* HOMO-LUMO gap: 6.10 eV
* charge: -2

***

Most stable structure, least stable structure: arrangement x, arrangement w.

***

Arrangement w

C3H7O | wB97M-V/def2-TZVPD

```
11
Properties=species:S:1:pos:R:3:mulliken_charge:R:1
O 2.529 -0.322 0.211 -0.7746
C -0.785 0.073 -0.566 -0.4824
C -0.641 1.100 0.415 -0.8006
C -1.236 -1.196 -0.363 -0.8734
H 1.606 -0.027 0.328 0.3202
H 2.974 0.506 0.354 0.3246
H 0.192 1.784 0.550 0.3113
H -1.273 -1.589 0.642 0.2941
H -1.455 -1.831 -1.215 0.2650
H -1.332 1.154 1.255 0.1621
H -0.577 0.348 -1.610 0.2537
```

* molecular weight: 59.088 u
* HOMO-LUMO gap: 5.42 eV
* charge: -1

***

Arrangement x

C3H7O | wB97M-V/def2-TZVPD

```
11
Properties=species:S:1:pos:R:3:mulliken_charge:R:1
O 0.516 0.018 1.211 -0.7687
C 0.797 -0.896 0.346 0.1127
C -1.492 1.702 -0.233 -0.5325
C 1.710 -2.005 0.175 -0.9760
H -0.858 2.605 -0.200 0.1718
H 0.280 -0.732 -0.711 0.0485
H 2.008 -2.410 -0.780 0.1864
H -2.383 1.885 0.456 0.1941
H -0.850 0.820 0.154 0.0698
H -1.918 1.536 -1.350 0.1795
H 2.190 -2.522 0.932 0.3145
```

* molecular weight: 59.088 u
* HOMO-LUMO gap: 6.77 eV
* charge: -1

***

Arrangement y

C3H7O | wB97M-V/def2-TZVPD

```
11
Properties=species:S:1:pos:R:3:mulliken_charge:R:1
O -0.927 0.142 1.687 -0.8859
C -0.714 -0.319 0.436 -0.5063
C 0.989 -0.165 -1.593 -0.9415
C 0.497 0.411 -0.232 -0.3885
H 1.866 -0.809 -1.614 0.2856
H 0.204 -0.819 -2.021 0.2801
H 1.289 0.344 0.511 0.2822
H 0.203 1.443 -0.417 0.2505
H -0.463 -1.406 0.439 0.1794
H 0.995 0.659 -2.310 0.2706
H -1.554 -0.181 -0.292 0.1739
```

* molecular weight: 59.088 u
* structure (SMILES): CCC[O-]
* HOMO-LUMO gap: 6.45 eV
* charge: -1

***

Most stable structure, least stable structure: arrangement y, arrangement w.

***

Arrangement w

C4H8O2 | wB97M-V/def2-TZVPD

```
14
Properties=species:S:1:pos:R:3:mulliken_charge:R:1
O 1.432 -1.524 2.341 -0.4864
O -0.508 -0.405 -0.806 -0.2897
C 0.996 0.143 0.945 -0.7739
C 0.491 -0.784 1.890 0.0863
C -1.319 -0.003 -1.883 -0.7130
C 0.161 0.680 -0.189 -0.4494
H -1.797 -0.902 -2.285 0.2370
H -0.729 0.473 -2.684 0.2839
H -2.103 0.707 -1.567 0.2973
H 1.675 0.870 1.405 0.3581
H -0.535 -0.967 2.224 0.3671
H -0.587 1.425 0.151 0.2905
H 0.815 1.202 -0.912 0.3411
H 2.008 -0.916 1.371 0.4510
```

* molecular weight: 88.106 u
* HOMO-LUMO gap: 9.37 eV

***

Arrangement x

C4H8O2 | wB97M-V/def2-TZVPD

```
14
Properties=species:S:1:pos:R:3:mulliken_charge:R:1
O -1.830 -0.997 0.111 -0.4350
O 0.093 0.942 0.325 -0.2656
C -0.548 -1.300 -0.440 0.0229
C 0.713 2.181 0.153 -0.6464
C -0.838 -1.860 0.800 -0.3994
C 0.412 -0.107 -0.599 -0.6111
H 1.787 1.992 0.595 0.2342
H 0.233 0.279 -1.555 0.3724
H 0.162 2.971 0.605 0.2289
H -1.312 -2.847 1.032 0.2797
H 0.788 2.366 -0.947 0.2693
H 1.458 -0.386 -0.521 0.3269
H -0.547 -1.947 -1.245 0.4359
H -0.572 -1.286 1.685 0.1873
```

* molecular weight: 88.106 u
* structure (SMILES): COC[C@H]1CO1
* HOMO-LUMO gap: 10.79 eV

***

Most stable structure, least stable structure: arrangement x, arrangement w.

***

Arrangement w

C5H8NO2S | wB97M-V/def2-TZVPD

```
17
Properties=species:S:1:pos:R:3:mulliken_charge:R:1
S -2.441 1.023 -0.273 0.1766
O 1.590 0.646 -0.836 -0.3297
O 0.036 1.212 0.810 -0.2534
N -1.027 0.447 0.198 0.3173
C 1.129 1.630 -0.065 -0.1078
C -2.107 -1.488 0.186 -0.6666
C 2.463 -0.269 -0.204 -0.6506
C -0.850 -0.883 0.211 0.2170
C -3.065 -0.593 -0.190 -0.1678
H 1.909 1.853 0.736 0.2853
H 0.018 -1.415 0.564 0.2498
H 2.596 -1.060 -0.980 0.2135
H 0.853 2.644 -0.673 0.2884
H -4.091 -0.755 -0.537 0.3998
H 3.405 0.183 -0.005 0.3340
H 1.935 -0.613 0.756 0.3499
H -2.353 -2.562 0.300 0.3442
```

* molecular weight: 146.191 u
* HOMO-LUMO gap: 9.77 eV
* charge: +1

***

Arrangement x

C5H8NO2S | wB97M-V/def2-TZVPD

```
17
Properties=species:S:1:pos:R:3:mulliken_charge:R:1
S -0.653 -0.053 -1.594 -0.0628
O 1.207 1.458 -0.461 -0.5349
O -0.505 -0.302 1.796 -0.5354
N 1.158 -0.790 0.129 -0.1145
C 0.634 -1.983 -0.498 -0.6181
C -0.077 -1.734 -1.569 -0.1087
C -1.453 1.780 1.041 -1.2412
C 0.366 0.417 -0.242 0.1867
C -0.614 0.602 1.014 0.7241
H 0.933 -0.800 1.183 0.4743
H -1.285 2.224 0.118 0.3709
H -1.492 2.453 1.941 0.3413
H 2.166 -0.686 0.049 0.3805
H 0.850 -2.996 -0.242 0.4282
H 1.687 1.389 -1.304 0.4359
H -2.362 1.345 0.965 0.4299
H -0.559 -2.325 -2.327 0.4440
```

* molecular weight: 146.191 u
* structure (SMILES): CC(=O)[C@@]1(O)[NH2+]C=CS1
* HOMO-LUMO gap: 10.03 eV
* charge: +1

***

Most stable structure, least stable structure: arrangement x, arrangement w.